# 1
{
  "formula": "C27H29F7IrN2O4S2",
  "method": "the ωB97M-V functional and the def2-TZVPD basis",
  "species": ["F", "F", "H", "C", "H", "H", "Ir", "H", "N", "C", "H", "H", "O", "H", "F", "H", "S", "H", "F", "C", "C", "H", "C", "C", "H", "H", "H", "H", "C", "C", "H", "F", "C", "C", "C", "H", "C", "C", "C", "H", "S", "H", "H", "C", "C", "H", "C", "C", "O", "C", "O", "C", "C", "H", "H", "H", "H", "H", "F", "C", "O", "C", "C", "C", "F", "C", "H", "H", "H", "C", "H", "N"],
  "positions_angstrom": [[3.2417, -0.4374, -4.2671], [0.4916, 4.6755, 0.7296], [-4.6895, 1.2398, -0.0129], [-1.0265, -0.3845, -2.4317], [-0.7716, -1.3459, 4.2926], [4.3196, 2.1885, -0.5716], [1.3986, 0.1616, 0.7076], [0.0274, -0.5240, 2.9509], [-0.0830, -1.3249, 0.1726], [2.1327, 3.6251, 3.3039], [-3.7550, -2.6140, 2.5032], [-0.0323, 2.7438, -3.5274], [1.7283, -0.2436, -1.6546], [-1.4277, 0.1757, 3.6731], [1.4833, 0.2683, -5.3213], [-3.3089, 1.0749, -2.0453], [1.4093, 0.6336, -2.7734], [2.7149, -4.8436, -0.2150], [2.3916, -2.4108, 0.5446], [0.6915, -5.2444, -0.8823], [-3.0601, -2.1019, 3.1705], [-4.0583, -0.0160, 2.0002], [3.2505, 0.2249, 2.0090], [-3.4086, -0.0326, 1.1370], [3.4049, 3.9410, 0.8916], [2.1799, 4.6169, 2.8617], [-3.6003, -1.3091, 3.6901], [-1.5489, 2.3332, -2.7322], [-1.7807, -0.1387, -1.1314], [-1.9785, -0.7805, -3.5552], [0.9052, -6.2662, -1.1656], [-1.3625, 4.5292, 1.8558], [2.6297, 1.2255, 2.7785], [2.6912, 2.5744, 2.3897], [3.8045, 0.5647, 0.7532], [-1.2373, 1.7815, -4.3934], [-1.3992, -0.7486, 0.0659], [1.4279, -3.1718, -0.0007], [-0.9468, -0.7618, 3.3896], [-2.5565, -1.6569, -3.2611], [-0.7979, 2.3605, 0.4471], [-1.4114, -1.0267, -4.4531], [-2.6838, 0.0114, -3.8040], [-0.8950, -3.4496, -0.6724], [-0.7664, 4.3018, 0.7155], [4.3113, -0.1877, 0.1641], [1.7154, -4.4557, -0.3563], [0.1308, -2.5949, -0.1567], [2.0127, 1.9175, -2.8742], [3.8534, 1.9217, 0.3681], [0.4834, 2.0666, -0.2616], [-2.2169, -0.7617, 1.1956], [-1.8363, -1.5611, 2.4273], [2.2029, 0.9718, 3.7415], [2.7043, 3.6438, 4.2339], [-2.7352, -2.8151, 3.9271], [-0.3505, -1.2130, -2.2642], [-1.2589, -2.4218, 2.0764], [-1.4137, 4.8323, -0.2960], [-0.7865, 1.9718, -3.4212], [-0.8696, 1.7758, 1.7829], [-0.6121, -4.7370, -1.0304], [-3.7704, 0.6689, 0.0058], [-2.9696, 0.6032, -1.1321], [1.3872, -1.5594, -4.1608], [1.9278, -0.3423, -4.2358], [-1.8964, -3.0517, -0.7723], [3.3891, -0.7709, 2.4150], [-1.3918, -5.3723, -1.4273], [3.3285, 2.9019, 1.1859], [1.0990, 3.3992, 3.5733], [-0.1751, 0.7517, -2.8695]],
  "mulliken_charge": [-0.17, -0.10, 0.51, -0.99, 0.62, 0.43, 2.11, -0.02, 0.63, -1.67, 0.39, 0.36, -1.04, 0.24, -0.20, 0.51, 1.28, 0.54, -0.16, -0.60, -1.78, 0.37, -0.40, -0.59, 0.45, 0.39, 0.41, 0.38, 1.45, -1.57, 0.46, -0.14, -0.76, 1.18, -0.48, 0.33, -1.62, -0.19, -1.28, 0.40, 0.63, 0.39, 0.38, -0.35, 0.71, 0.50, -0.67, 0.94, -0.75, -0.74, -0.74, 0.86, 0.86, 0.43, 0.46, 0.47, 0.93, 0.18, -0.15, -1.02, -0.38, -0.89, -1.71, -0.22, -0.20, 0.58, 0.56, 0.66, 0.49, -0.40, 0.31, 0.23],
  "e_lumo_ev": [-5.08, -9.20],
  "total_charge": 2,
  "energy_ha": -3055.779133,
  "s_squared": 8.82,
  "spin_multiplicity": 6
}

---

# 2
{
  "formula": "C27H29FO6S2",
  "method": "the ωB97M-V functional and the def2-TZVPD basis",
  "species": ["O", "C", "C", "C", "H", "C", "C", "H", "H", "O", "C", "H", "S", "H", "O", "H", "O", "C", "H", "H", "H", "C", "F", "C", "H", "C", "C", "O", "C", "C", "C", "H", "C", "H", "H", "C", "H", "H", "C", "C", "S", "H", "H", "O", "C", "H", "H", "H", "C", "H", "C", "C", "H", "C", "C", "H", "H", "H", "H", "H", "H", "C", "C", "C", "H"],
  "positions_angstrom": [[-2.9065, 1.4450, 0.7270], [5.0948, 7.2762, 1.5648], [-1.6064, -6.0388, -4.7357], [1.4554, 3.1582, -0.3950], [-3.6296, -6.7867, -4.3841], [-0.7638, -5.0767, -3.8909], [-0.2733, -2.9875, 0.0427], [1.5469, -2.0828, -0.7414], [-2.0895, 3.6533, 1.2294], [-2.6387, -5.8618, -1.2976], [5.9619, 5.4651, 2.9462], [-3.9317, -2.2407, 1.7258], [3.7547, 6.0940, 1.5931], [-6.2951, 0.3615, -0.6850], [3.6104, 5.5212, 0.2724], [-2.2338, -3.4799, -3.8095], [1.9051, 0.4213, -1.3947], [-2.1460, -1.4507, 0.7111], [6.8631, 7.4520, 2.8190], [3.9733, 4.8232, 3.5771], [-1.3267, -3.6873, -2.2846], [-3.5546, -1.2806, 1.3117], [-1.0874, -3.8394, 3.0287], [-2.2152, -4.4481, 2.4743], [-3.4612, -0.6033, 2.1877], [-1.3101, -0.3359, 0.3122], [-2.3776, -4.0664, 0.9590], [-4.3183, -4.7509, -2.8161], [0.5832, 2.0297, -0.2703], [-4.6048, -0.8097, 0.3190], [-5.4255, -0.1454, -0.2723], [-0.5364, 5.6527, 1.0869], [4.5632, 4.9059, 2.6651], [-1.0018, -6.8424, -5.1567], [-3.1544, -4.2199, 3.0152], [-2.7118, -6.5954, -3.8319], [-0.1567, -5.6443, -3.1801], [4.6932, 8.2867, 1.5207], [-0.7311, 2.2399, 0.3160], [0.5378, -1.8659, -0.3626], [-3.0225, -5.3381, -2.5904], [0.1194, -4.0137, -0.0248], [4.6065, 3.9416, 2.1625], [2.6415, 6.6741, 2.3022], [0.0250, -0.5395, -0.2403], [2.4483, 3.0430, -0.8532], [-2.0534, -5.4934, -5.5705], [-2.0701, -4.9425, 0.3404], [-1.7608, -4.2002, -3.1413], [5.3375, 7.3907, 3.7066], [-1.5966, -2.7921, 0.5621], [-1.7734, 1.1077, 0.4614], [-2.3922, -7.5018, -3.3188], [1.0871, 4.4714, 0.0663], [-0.2057, 4.6865, 0.6855], [6.3227, 5.1460, 3.9240], [1.7603, 5.3683, 0.0066], [-3.4674, -3.9482, 0.7687], [6.6654, 5.0897, 2.1989], [-0.0914, -4.4796, -4.5066], [-2.0505, -5.5446, 2.5630], [-1.0848, 3.5524, 0.7832], [5.8756, 6.9914, 2.8430], [0.9251, 0.6132, -0.7055], [5.6991, 7.0723, 0.6803]],
  "mulliken_charge": [-0.59, -0.83, -0.66, -0.81, 0.34, -0.70, -0.80, 0.42, 0.39, -0.72, -0.65, 0.21, 1.35, 0.43, -0.71, 0.38, -0.63, 0.12, 0.35, 0.41, -0.34, -0.66, -0.31, -0.42, 0.47, 1.04, -1.67, -0.72, 0.65, -0.68, 0.07, 0.41, -0.68, 0.35, 0.25, -0.70, 0.31, 0.40, 0.26, -0.98, 1.23, 0.43, 0.36, -0.70, 0.19, 0.47, 0.31, 0.27, 0.10, 0.29, 1.19, 0.17, 0.36, -0.53, -0.93, 0.33, 0.78, 0.56, 0.30, 0.41, 0.33, -0.38, -0.57, 0.36, 0.35],
  "e_lumo_ev": -0.57,
  "smiles": "C#CCc1c(CCF)ccc2c1C(=O)c1ccccc1C2=O.O=S1(=O)CCCC1.O=S1(=O)CCCC1",
  "total_charge": 0,
  "energy_ha": -2393.800076
}